2 unconnected molecules or ions with the total composition C2H6N2O in a non-equilibrium geometry, computed with ωB97M-V/def2-TZVPD.

XYZ file:
```
11
Properties=species:S:1:pos:R:3:lowdin_charge:R:1
H 2.61 1.73 0.55 0.10
N 2.18 0.98 -0.11 0.10
N 2.09 -0.17 0.43 -0.33
O 1.78 -1.20 -0.11 -0.03
H 2.33 -0.29 1.46 0.19
C -1.23 0.13 -0.25 -0.12
C -0.80 -1.09 -0.40 -0.13
H -1.59 0.47 0.73 0.05
H -1.08 0.87 -0.96 0.03
H -0.68 -1.29 -1.47 0.06
H -0.55 -1.92 0.34 0.08
```

Results
Total energy (Ha): -264.38977
LUMO (eV): 0.7
Net charge: 0
Orbital gap (Eh): 0.3736
Molar mass (g/mol): 74.08
ΔE to the lowest compared entry with this formula, charge and spin (kJ/mol): 518.66
HOMO energy (hartree): -0.3495